(1)
DFT (ωB97M-V/def2-TZVPD) results for a structure of composition C30H90N18O12Rb.

Each line ends with the Mulliken charge.
Positions of all 151 atoms, in Å:
Rb 0.577 -0.130 -0.130  -0.14
C -0.767 7.967 -2.967  -1.77
C -0.927 6.823 -1.964  1.23
C 0.161 6.830 -0.888  -0.82
O 0.210 5.555 -0.188  -0.23
C -0.852 5.160 0.618  -0.51
N -2.254 6.946 -1.420  -0.54
H -1.621 8.199 -3.603  0.39
H 0.043 7.667 -3.632  0.39
H -0.406 8.780 -2.337  0.42
H -1.005 5.996 -2.670  -0.35
H -0.007 7.506 -0.049  0.40
H 1.117 7.125 -1.320  0.36
H -1.142 5.766 1.476  0.34
H -0.596 4.184 1.030  0.11
H -1.766 4.987 0.049  -0.01
H -2.441 6.268 -0.694  0.21
H -2.226 7.863 -0.998  0.34
C 3.856 0.756 -3.394  -1.64
C 2.496 0.799 -2.728  1.92
C 1.783 2.025 -3.099  -1.66
O 0.600 2.062 -2.402  0.83
C -0.130 3.301 -2.563  -0.99
N 1.742 -0.421 -3.026  -0.20
H 3.702 1.049 -4.433  0.51
H 4.319 -0.230 -3.352  0.34
H 4.555 1.460 -2.941  0.30
H 2.652 0.835 -1.650  -1.16
H 1.606 2.150 -4.167  0.35
H 2.381 2.889 -2.808  0.72
H 0.580 4.122 -2.464  0.43
H -0.796 3.467 -1.716  -0.07
H -0.574 3.566 -3.523  0.40
H 2.434 -1.150 -3.128  0.24
H 1.188 -0.477 -3.869  0.05
C -2.825 1.849 2.673  -1.76
C -2.774 0.593 1.788  1.65
C -4.150 -0.137 1.659  -1.76
O -4.111 -1.528 1.349  0.47
C -5.321 -1.988 0.955  -1.38
N -2.246 0.924 0.441  0.96
H -1.870 2.272 2.984  0.34
H -3.498 1.743 3.524  0.42
H -3.226 2.714 2.143  0.41
H -2.101 -0.009 2.399  -0.70
H -4.847 0.480 1.092  0.41
H -4.664 -0.175 2.619  0.79
H -5.293 -3.045 0.691  0.30
H -5.587 -1.596 -0.026  0.44
H -6.131 -1.843 1.671  0.27
H -2.582 0.197 -0.174  -0.11
H -2.799 1.683 0.069  -0.25
C 5.209 -1.622 -1.183  -1.13
C 5.037 -2.699 -0.095  0.80
C 3.599 -3.342 -0.208  -1.03
O 3.486 -4.396 0.773  -0.34
C 3.447 -5.653 0.102  -0.57
N 6.098 -3.608 -0.334  -0.72
H 4.758 -0.663 -0.928  -0.05
H 4.974 -2.016 -2.171  0.43
H 6.241 -1.271 -1.203  0.42
H 5.106 -2.260 0.900  0.30
H 3.372 -3.583 -1.246  0.51
H 2.848 -2.572 -0.033  0.22
H 4.198 -5.623 -0.688  0.27
H 2.438 -5.792 -0.285  0.13
H 3.670 -6.548 0.683  0.28
H 6.182 -4.214 0.470  0.33
H 5.840 -4.298 -1.026  0.27
C -2.889 -1.795 4.959  -1.65
C -2.305 -2.690 3.871  2.13
C -1.098 -3.627 4.285  -0.48
O -0.093 -2.929 5.102  -0.35
C -0.280 -3.243 6.473  -0.93
N -3.440 -3.448 3.276  -0.62
H -3.271 -2.424 5.762  0.40
H -3.747 -1.269 4.539  0.34
H -2.108 -1.104 5.276  0.24
H -1.735 -2.063 3.185  -0.86
H -0.599 -3.879 3.350  -0.42
H -1.510 -4.491 4.807  0.60
H -1.108 -2.727 6.959  0.31
H 0.542 -2.841 7.066  0.34
H -0.299 -4.318 6.653  0.37
H -3.055 -4.292 2.875  0.71
H -3.630 -2.940 2.424  -0.02
C 0.044 -4.081 -0.294  -1.48
C -1.380 -3.686 -0.302  1.01
C -2.384 -4.753 0.190  -0.99
O -2.069 -5.246 1.516  -0.24
C -1.195 -6.395 1.540  -0.83
N -1.560 -2.556 0.594  1.74
H 0.550 -3.175 -0.628  -0.35
H 0.227 -4.952 -0.924  0.67
H 0.371 -4.426 0.687  0.37
H -1.640 -3.340 -1.303  0.31
H -2.606 -5.578 -0.487  0.52
H -3.310 -4.207 0.368  0.04
H -0.294 -6.324 0.932  0.31
H -1.755 -7.296 1.289  0.30
H -0.967 -6.423 2.606  0.28
H -1.653 -3.002 1.496  -0.83
H -2.433 -2.070 0.444  -0.74
C 3.327 2.850 0.077  0.72
O 2.556 2.026 0.548  -0.30
N 4.631 2.782 0.069  -0.30
N 2.926 4.056 -0.370  -0.24
H 5.051 2.035 0.604  0.09
H 5.119 3.650 -0.099  0.18
H 3.465 4.846 -0.697  0.18
H 1.948 4.243 -0.203  -0.06
C -3.365 -1.554 -2.581  0.71
O -3.106 -0.661 -1.816  -0.70
N -3.958 -2.615 -2.237  -0.25
N -3.023 -1.525 -3.835  -0.33
H -4.279 -3.297 -2.908  0.18
H -4.272 -2.666 -1.278  0.02
H -2.406 -0.812 -4.196  0.18
H -3.339 -2.268 -4.443  0.13
C -0.948 -0.270 -5.609  0.65
O -0.210 -1.259 -5.694  -0.70
N -1.803 0.183 -6.504  -0.26
N -0.965 0.594 -4.635  -0.03
H -2.004 -0.430 -7.281  0.27
H -2.346 0.993 -6.241  0.17
H -1.627 1.348 -4.749  -0.07
H -0.368 0.569 -3.820  -0.45
C 1.476 -0.047 3.517  0.43
O 1.242 -0.768 2.595  -0.44
N 2.052 1.079 3.305  0.06
N 0.980 -0.178 4.722  -0.26
H 2.273 1.629 4.123  0.11
H 2.278 1.433 2.386  -0.17
H 0.516 -1.054 4.913  0.29
H 1.383 0.325 5.500  0.21
C 5.677 1.230 3.010  0.60
O 5.113 2.115 3.583  -0.63
N 5.120 0.497 2.126  -0.13
N 6.946 1.005 3.136  -0.44
H 4.121 0.643 2.128  -0.10
H 5.648 0.023 1.407  0.25
H 7.329 1.375 3.994  0.27
H 7.347 0.148 2.781  0.18
C -3.645 2.981 -2.278  0.55
O -3.931 2.837 -1.107  -0.76
N -3.625 4.056 -2.938  -0.24
N -3.470 1.916 -3.025  0.12
H -3.952 4.898 -2.487  0.29
H -3.456 3.923 -3.925  0.14
H -3.405 1.998 -4.030  0.14
H -3.312 1.035 -2.558  -0.26

charge: +1
HOMO: -0.3894 Eh
strongest force on any atom: 0.124 hartree/bohr
Kohn-Sham gap: 8.455 eV
LUMO: -2.1 eV

=====

(2)
DFT (ωB97M-V/def2-TZVPD) results for a cluster of 15 separate species, C30H90O15 in total.

Each line ends with the Mulliken charge.
Positions of all 135 atoms, in Å:
C 3.270 -3.269 -4.388  -1.29
C 2.064 -3.380 -3.480  0.13
O 1.908 -2.220 -2.670  0.04
H 4.134 -3.061 -3.749  0.25
H 3.161 -2.481 -5.131  0.19
H 3.466 -4.255 -4.809  0.44
H 2.211 -4.258 -2.836  0.15
H 1.161 -3.576 -4.077  0.29
H 1.384 -2.520 -1.903  -0.29
C -0.929 -2.644 3.775  0.94
C -1.506 -2.590 5.183  -1.03
O -1.302 -1.234 5.677  -0.53
H -1.572 -2.113 3.074  -0.45
H -0.873 -3.685 3.456  0.46
H 0.050 -2.175 3.783  -1.09
H -0.934 -3.235 5.859  0.39
H -2.559 -2.873 5.227  0.51
H -2.029 -1.075 6.289  0.26
C -3.240 1.208 -2.429  -0.26
C -3.906 2.223 -1.515  -0.05
O -3.404 3.533 -1.748  -0.49
H -3.521 0.217 -2.057  0.02
H -2.156 1.291 -2.457  -0.16
H -3.650 1.332 -3.434  0.45
H -3.721 2.005 -0.461  -0.08
H -4.994 2.175 -1.653  0.34
H -3.476 3.765 -2.678  0.28
C 2.307 0.588 -6.323  -1.57
C 2.366 0.500 -4.790  0.11
O 1.165 -0.104 -4.304  -0.07
H 3.302 0.804 -6.725  0.42
H 1.685 1.445 -6.579  0.35
H 1.991 -0.355 -6.760  0.33
H 2.445 1.496 -4.351  0.29
H 3.248 -0.085 -4.516  0.23
H 1.448 -0.844 -3.726  0.13
C 2.544 -1.970 4.948  -1.10
C 2.949 -1.615 3.539  0.83
O 4.326 -1.258 3.525  -0.66
H 2.913 -2.935 5.295  0.36
H 1.450 -2.021 5.001  0.19
H 2.845 -1.223 5.686  0.33
H 2.329 -0.809 3.135  -0.23
H 2.822 -2.510 2.914  0.04
H 4.601 -1.115 2.602  0.36
C 0.037 0.177 -0.840  2.43
C 0.294 0.346 0.644  -0.13
O 0.232 -0.890 1.340  2.85
H -0.897 -0.364 -1.000  -1.09
H 0.792 -0.475 -1.294  -1.38
H 0.095 1.119 -1.377  -0.33
H -0.457 0.995 1.111  -0.03
H 1.231 0.897 0.794  -0.09
H 0.344 -0.672 2.282  -1.15
C 1.305 -5.372 0.189  -1.56
C 0.509 -4.108 0.460  0.84
O 1.208 -3.016 -0.117  -0.22
H 1.358 -5.588 -0.883  0.29
H 0.827 -6.283 0.559  0.43
H 2.292 -5.268 0.633  0.30
H 0.478 -4.023 1.551  -0.23
H -0.521 -4.141 0.103  -0.17
H 0.909 -2.193 0.318  -0.29
C -2.944 -2.699 -3.753  -1.35
C -1.606 -2.024 -3.580  1.65
O -0.987 -1.837 -4.848  -0.67
H -3.443 -2.711 -2.781  0.08
H -2.832 -3.710 -4.142  0.36
H -3.555 -2.132 -4.456  0.39
H -0.917 -2.605 -2.949  -0.34
H -1.727 -1.066 -3.058  -0.60
H -0.326 -1.129 -4.754  0.44
C -1.545 4.467 1.259  -0.38
C -2.870 5.011 1.697  -0.59
O -3.558 4.082 2.561  -0.52
H -1.019 5.226 0.675  0.21
H -1.642 3.620 0.577  -0.02
H -0.877 4.211 2.082  0.29
H -3.519 5.264 0.856  0.32
H -2.746 5.934 2.275  0.40
H -4.346 4.527 2.886  0.23
C -4.163 -0.723 3.045  -1.10
C -3.460 0.613 2.895  0.66
O -4.227 1.414 2.003  -0.60
H -3.718 -1.330 3.842  0.12
H -4.100 -1.363 2.164  0.02
H -5.208 -0.611 3.338  0.49
H -2.448 0.422 2.516  -0.24
H -3.440 1.089 3.882  0.29
H -3.864 2.323 2.070  0.27
C 4.124 -0.202 -1.295  -0.84
C 3.876 -0.840 0.057  0.80
O 5.098 -1.046 0.786  -0.61
H 4.852 -0.721 -1.918  0.48
H 4.545 0.782 -1.070  0.41
H 3.160 -0.143 -1.798  -0.15
H 3.379 -1.812 -0.020  0.09
H 3.228 -0.206 0.662  -0.44
H 5.729 -1.503 0.225  0.34
C -0.061 2.165 5.395  -1.33
C 0.928 1.507 4.446  0.02
O 0.317 0.360 3.836  0.20
H -0.939 2.505 4.844  0.21
H 0.393 3.027 5.894  0.44
H -0.346 1.510 6.218  0.37
H 1.784 1.154 5.034  0.27
H 1.333 2.211 3.722  0.08
H -0.177 -0.095 4.540  -0.36
C 2.053 3.782 0.398  0.17
C 2.265 5.267 0.159  -0.40
O 3.365 5.765 0.927  -0.57
H 1.105 3.422 -0.014  -0.22
H 2.124 3.522 1.455  0.06
H 2.811 3.249 -0.180  0.21
H 1.389 5.907 0.311  0.26
H 2.529 5.416 -0.888  0.16
H 3.131 5.639 1.853  0.33
C -2.557 -2.342 -0.155  1.57
C -3.567 -3.470 -0.277  -0.69
O -2.966 -4.705 0.108  -0.52
H -2.983 -1.404 -0.528  0.10
H -1.633 -2.508 -0.715  -0.49
H -2.249 -2.166 0.876  -0.84
H -3.977 -3.481 -1.288  0.40
H -4.374 -3.277 0.431  0.26
H -2.806 -5.248 -0.668  0.29
C 0.665 3.194 -3.457  -0.46
C 0.128 4.597 -3.589  -0.58
O 1.152 5.508 -3.178  -0.51
H -0.088 2.402 -3.523  0.13
H 1.174 2.982 -2.512  0.15
H 1.382 2.946 -4.243  0.28
H -0.761 4.715 -2.962  0.31
H -0.109 4.752 -4.645  0.35
H 0.849 6.383 -3.444  0.29

relative energy (zero: lowest compared OMol25 entry of this formula, charge and spin): 85.5 kcal per mole
HOMO: -0.3464 Eh
strongest force on any atom: 0.027 hartree/bohr
Kohn-Sham gap: 9.847 eV
LUMO: 0.4 eV

=====

Values for E, a.u., ordered as above
-3109.46105; -2325.48249